C6H12O2 | the ωB97M-V functional and the def2-TZVPD basis

Properties
- ΔE to the lowest compared entry with this formula, charge and spin: 129.0 kcal/mol
- Highest occupied orbital energy: -7.43 eV
- HOMO-LUMO gap: 8.2 eV
- Spin multiplicity: 1
- Largest force on an atom: 3.9 eV Å⁻¹

Geometry as XYZ:
```
20
C6H12O2 | the OMol25 dataset | the ωB97M-V functional and the def2-TZVPD basis
C -0.9112 0.8081 0.0455
C 0.0722 0.1768 0.6789
C -1.2294 -2.8554 -2.3085
C 0.9578 2.2878 1.7414
C -0.7738 -1.6475 -3.0439
C 1.3027 0.9106 1.2197
O -0.5658 -0.5661 -2.4796
O 1.9185 0.1887 2.2810
H -0.6817 1.7857 -0.3272
H -1.8224 0.2873 -0.1451
H -1.8779 -3.2921 -3.1267
H -0.3851 -3.4195 -2.1951
H -1.6730 -2.8281 -1.2526
H -0.0482 2.2824 2.1901
H 1.6580 2.5055 2.4994
H 1.2008 3.0549 0.9226
H -0.0541 -0.8289 1.1163
H 2.0812 1.0072 0.5477
H -0.7441 -0.4147 -1.4867
H 1.5757 0.5572 3.1229
```